48
Properties=species:S:1:pos:R:3:forces:R:3:lowdin_charge:R:1 method="wB97M-V/def2-TZVPD" orbital_gap_ev=6.3 e_above_lowest_kcal_mol=0.0 charge=+3 total_energy_ev=-192401.3646 largest_force_ha_per_bohr=0.01166
H 1.278 -0.600 -4.074 0.00 0.00 0.00 0.1418
C -1.913 -2.266 1.794 -0.05 -0.05 0.01 -0.1199
C -1.348 2.847 1.033 0.02 -0.01 -0.04 -0.0661
H 2.280 3.522 -0.350 -0.01 0.01 -0.01 0.0318
C 3.741 -2.161 -2.320 0.03 0.01 0.01 -0.1260
Ta -0.263 -0.085 0.197 0.18 -0.57 0.06 1.4211
H -2.840 -2.818 1.935 0.01 -0.01 -0.05 0.1646
H -2.591 -0.727 3.173 -0.01 0.01 -0.02 0.1523
N 4.326 -1.024 -5.598 -0.03 0.00 -0.02 0.2602
C -2.258 2.349 -0.069 0.03 -0.02 0.03 -0.0942
O -1.974 -1.496 0.559 -0.06 0.02 0.00 -0.3601
C 1.763 -1.930 -0.973 0.08 0.01 0.00 -0.6653
C 0.319 1.810 2.521 -0.06 0.07 -0.03 -0.1074
C -3.306 0.155 -0.587 -0.04 -0.05 0.03 -0.1076
H -1.861 2.887 1.992 -0.03 -0.02 -0.01 0.1493
H -1.279 -1.758 3.797 0.02 0.02 0.00 0.1680
H 3.164 2.751 -1.722 0.01 -0.01 0.01 0.0360
Br 2.400 1.028 -0.102 -0.08 -0.07 -0.03 0.8462
H 0.299 2.797 2.981 0.02 0.01 -0.02 0.1671
C 1.778 -1.079 -3.241 -0.06 0.00 0.01 -0.0249
C -1.687 -1.278 2.907 0.04 0.00 0.02 -0.0748
H 3.606 -2.820 -0.291 0.00 0.00 0.00 0.1456
N 6.176 -2.972 -2.588 0.01 0.02 0.03 0.2637
H -1.482 1.197 3.589 -0.01 0.01 -0.03 0.1503
H -0.936 3.826 0.789 0.02 0.00 0.04 0.1597
C 2.284 2.730 -1.089 0.00 0.00 0.03 -0.8610
S -0.608 -0.821 -1.961 0.11 0.12 0.08 0.8059
H -1.102 -2.977 1.677 0.01 -0.01 0.03 0.1031
H -1.927 2.636 -1.064 0.00 0.01 -0.01 0.0998
O -0.235 1.894 1.162 -0.02 0.14 -0.01 -0.3826
H -3.941 -1.071 1.068 0.01 0.02 0.01 0.1507
H -3.734 -1.965 -0.461 0.02 -0.02 0.03 0.1671
C -0.506 0.810 3.289 0.06 -0.03 0.05 -0.0832
H -3.100 0.060 -1.652 0.00 -0.01 0.00 0.1147
H 0.034 0.474 4.175 -0.03 -0.03 0.00 0.1694
C 3.085 -2.349 -1.115 -0.03 -0.01 0.03 -0.0291
C 3.771 -1.261 -4.622 0.05 -0.01 0.05 -0.1314
S 1.054 -1.958 0.647 -0.14 0.11 0.00 0.8052
C 1.099 -1.320 -2.046 0.05 0.05 -0.16 -0.6495
H -4.244 0.693 -0.451 0.02 0.03 0.00 0.1625
O -0.719 -0.313 2.389 0.00 0.13 0.03 -0.3247
C 5.093 -2.611 -2.469 -0.03 -0.02 -0.06 -0.1284
H 1.353 1.494 2.404 0.00 -0.01 0.02 0.0998
C -3.343 -1.161 0.162 -0.02 0.01 -0.08 -0.0684
O -2.224 0.899 0.039 -0.05 0.08 0.14 -0.3328
Br 0.709 2.770 -2.151 -0.01 0.09 -0.09 0.7653
H -3.277 2.696 0.102 -0.01 -0.01 -0.04 0.1641
C 3.087 -1.502 -3.386 0.01 -0.01 -0.03 -0.1275

40
Properties=species:S:1:pos:R:3:forces:R:3:lowdin_charge:R:1 method="wB97M-V/def2-TZVPD" orbital_gap_ev=8.5 smiles="Cc1cc(C(=O)CSc2nnnn2C)c(C)n1Cc1ccco1" e_above_lowest_kcal_mol=58.8 total_energy_ev=-38209.8811 largest_force_ha_per_bohr=0.03232
N -1.634 -2.651 -0.689 -0.99 -0.73 -0.34 0.0338
C -0.129 1.247 -3.998 -0.75 -0.39 -0.47 -0.1118
H -1.916 0.823 1.689 -0.03 0.05 -0.02 0.0740
N -1.176 -3.244 0.418 1.23 1.09 0.24 -0.1668
O -0.514 -0.370 2.974 0.11 0.01 0.06 0.0461
H -1.863 -4.222 2.102 -0.05 0.01 -0.06 0.0882
H -2.122 2.474 1.094 -0.09 0.06 0.02 0.0867
C 1.800 2.293 0.026 0.57 -0.09 0.03 -0.2662
H 2.366 -1.155 1.644 0.01 0.08 0.10 0.0701
S 0.837 -2.905 2.220 0.33 -0.15 0.32 0.9885
N 0.098 -1.556 -0.053 0.80 -0.33 0.79 0.0512
C 2.046 1.327 0.953 -0.17 0.05 -0.09 0.0112
H 2.677 4.149 -0.583 0.07 0.08 -0.05 0.0818
H 2.572 2.925 -1.858 0.08 0.05 -0.08 0.0732
H 3.769 2.763 -0.569 0.06 0.00 0.00 0.0825
H 2.083 -1.295 3.411 0.00 0.00 -0.01 0.0908
H -2.178 0.701 -4.499 -0.08 -0.15 -0.18 0.1012
C -1.481 1.217 -3.872 0.55 -0.08 -0.21 -0.0555
C -0.083 -2.540 0.807 -0.52 -0.32 -0.37 -0.6332
H -2.065 1.124 -0.053 -0.10 -0.01 -0.06 0.0737
H 0.537 0.796 -4.706 0.17 -0.03 -0.04 0.1205
N -0.877 -1.667 -0.941 -0.40 0.48 -0.86 -0.0311
C -1.782 2.001 -2.732 0.51 0.37 0.28 -0.0286
H 0.428 4.093 -1.337 -0.13 -0.03 0.11 0.1314
H -2.761 -4.525 0.584 0.05 -0.01 0.06 0.0928
H -2.754 2.207 -2.332 -0.17 0.07 0.18 0.1108
N 0.436 2.460 -0.065 0.14 0.04 0.28 0.0020
O 0.421 1.995 -3.029 0.44 0.25 0.33 0.0465
C -0.236 3.272 -1.053 0.01 -0.16 -0.52 -0.0386
C 0.790 0.884 1.458 -0.36 0.89 -0.23 -0.1479
C -1.662 1.508 0.885 -0.05 -0.08 -0.07 0.0047
H 3.016 0.998 1.270 0.25 -0.04 -0.02 0.1099
C 1.620 -1.275 2.424 -0.27 -0.41 -0.12 -0.3585
C -0.187 1.622 0.797 0.03 -0.47 0.65 -0.1959
H -1.168 -5.277 0.853 -0.08 0.02 0.00 0.0945
C 0.521 -0.211 2.355 0.00 0.07 0.14 -0.4533
C 2.756 3.082 -0.796 -0.14 0.03 0.01 -0.0247
H -1.151 3.685 -0.624 0.13 -0.01 -0.09 0.1336
C -0.587 2.453 -2.255 -0.93 0.21 0.19 -0.2565
C -1.777 -4.388 1.028 -0.23 -0.46 0.13 -0.0311

23
Properties=species:S:1:pos:R:3:forces:R:3:lowdin_charge:R:1 method="wB97M-V/def2-TZVPD" orbital_gap_ev=10.2 smiles="CN(C=O)C1(NC=O)CCC1" e_above_lowest_kcal_mol=58.0 total_energy_ev=-14527.2744 largest_force_ha_per_bohr=0.07379
H 1.748 1.318 -1.058 0.29 1.34 -1.58 0.1047
H 1.527 -1.884 1.311 -0.86 -1.40 -0.76 0.0668
H -0.681 -0.963 -2.177 0.54 0.52 2.70 0.1723
C 2.237 0.721 -0.340 -0.59 -0.35 0.14 -0.3360
H -1.838 -0.506 1.084 0.00 0.72 -0.18 0.1138
H 2.673 -0.640 1.405 1.11 -0.01 0.48 0.0634
C -0.913 -2.322 -0.740 0.51 1.04 -1.97 -0.4070
H 0.019 2.199 -1.055 1.22 1.02 -0.35 0.0748
H -0.749 0.719 1.891 -0.37 -1.00 -1.76 0.1404
H -1.284 -2.931 -1.577 -0.19 -0.02 -0.20 0.1299
H -1.455 2.510 0.586 0.03 0.45 0.48 0.0975
O 3.411 0.678 -0.073 0.54 0.15 -0.05 0.0405
C -0.163 0.058 -0.221 1.16 0.68 -1.81 -0.3506
H 1.164 -0.421 2.293 0.52 -0.89 -1.01 0.1137
C 1.635 -0.843 1.343 -0.67 2.75 1.99 -0.0175
C -1.183 0.358 0.876 0.61 0.41 1.91 -0.0944
C -0.619 1.374 -1.055 -1.57 -1.72 2.23 -0.0535
N -0.554 -1.072 -1.107 -0.30 0.51 -2.79 0.0912
C -1.663 1.588 0.083 0.79 -0.38 0.61 -0.1452
H -2.695 1.556 -0.072 -1.57 0.07 -1.02 0.0842
O -0.762 -2.734 0.347 -0.04 -1.63 3.42 0.0621
N 1.245 0.039 0.254 -1.46 -1.99 0.10 -0.0491
H -1.099 1.199 -1.998 0.29 -0.27 -0.60 0.0980

Copy entry 1 word for word.
48
Properties=species:S:1:pos:R:3:forces:R:3:lowdin_charge:R:1 method="wB97M-V/def2-TZVPD" orbital_gap_ev=6.3 e_above_lowest_kcal_mol=0.0 charge=+3 total_energy_ev=-192401.3646 largest_force_ha_per_bohr=0.01166
H 1.278 -0.600 -4.074 0.00 0.00 0.00 0.1418
C -1.913 -2.266 1.794 -0.05 -0.05 0.01 -0.1199
C -1.348 2.847 1.033 0.02 -0.01 -0.04 -0.0661
H 2.280 3.522 -0.350 -0.01 0.01 -0.01 0.0318
C 3.741 -2.161 -2.320 0.03 0.01 0.01 -0.1260
Ta -0.263 -0.085 0.197 0.18 -0.57 0.06 1.4211
H -2.840 -2.818 1.935 0.01 -0.01 -0.05 0.1646
H -2.591 -0.727 3.173 -0.01 0.01 -0.02 0.1523
N 4.326 -1.024 -5.598 -0.03 0.00 -0.02 0.2602
C -2.258 2.349 -0.069 0.03 -0.02 0.03 -0.0942
O -1.974 -1.496 0.559 -0.06 0.02 0.00 -0.3601
C 1.763 -1.930 -0.973 0.08 0.01 0.00 -0.6653
C 0.319 1.810 2.521 -0.06 0.07 -0.03 -0.1074
C -3.306 0.155 -0.587 -0.04 -0.05 0.03 -0.1076
H -1.861 2.887 1.992 -0.03 -0.02 -0.01 0.1493
H -1.279 -1.758 3.797 0.02 0.02 0.00 0.1680
H 3.164 2.751 -1.722 0.01 -0.01 0.01 0.0360
Br 2.400 1.028 -0.102 -0.08 -0.07 -0.03 0.8462
H 0.299 2.797 2.981 0.02 0.01 -0.02 0.1671
C 1.778 -1.079 -3.241 -0.06 0.00 0.01 -0.0249
C -1.687 -1.278 2.907 0.04 0.00 0.02 -0.0748
H 3.606 -2.820 -0.291 0.00 0.00 0.00 0.1456
N 6.176 -2.972 -2.588 0.01 0.02 0.03 0.2637
H -1.482 1.197 3.589 -0.01 0.01 -0.03 0.1503
H -0.936 3.826 0.789 0.02 0.00 0.04 0.1597
C 2.284 2.730 -1.089 0.00 0.00 0.03 -0.8610
S -0.608 -0.821 -1.961 0.11 0.12 0.08 0.8059
H -1.102 -2.977 1.677 0.01 -0.01 0.03 0.1031
H -1.927 2.636 -1.064 0.00 0.01 -0.01 0.0998
O -0.235 1.894 1.162 -0.02 0.14 -0.01 -0.3826
H -3.941 -1.071 1.068 0.01 0.02 0.01 0.1507
H -3.734 -1.965 -0.461 0.02 -0.02 0.03 0.1671
C -0.506 0.810 3.289 0.06 -0.03 0.05 -0.0832
H -3.100 0.060 -1.652 0.00 -0.01 0.00 0.1147
H 0.034 0.474 4.175 -0.03 -0.03 0.00 0.1694
C 3.085 -2.349 -1.115 -0.03 -0.01 0.03 -0.0291
C 3.771 -1.261 -4.622 0.05 -0.01 0.05 -0.1314
S 1.054 -1.958 0.647 -0.14 0.11 0.00 0.8052
C 1.099 -1.320 -2.046 0.05 0.05 -0.16 -0.6495
H -4.244 0.693 -0.451 0.02 0.03 0.00 0.1625
O -0.719 -0.313 2.389 0.00 0.13 0.03 -0.3247
C 5.093 -2.611 -2.469 -0.03 -0.02 -0.06 -0.1284
H 1.353 1.494 2.404 0.00 -0.01 0.02 0.0998
C -3.343 -1.161 0.162 -0.02 0.01 -0.08 -0.0684
O -2.224 0.899 0.039 -0.05 0.08 0.14 -0.3328
Br 0.709 2.770 -2.151 -0.01 0.09 -0.09 0.7653
H -3.277 2.696 0.102 -0.01 -0.01 -0.04 0.1641
C 3.087 -1.502 -3.386 0.01 -0.01 -0.03 -0.1275